Record 1
# C67H102NO15S4

15 unconnected molecules or ions with the total composition C67H102NO15S4 in a non-equilibrium geometry (the ωB97M-V functional and the def2-TZVPD basis, OMol25).

Each line ends with the Löwdin charge.
Geometry (Å):
C1 -1.24400 0.78153 -0.22263  -0.039
C2 0.01084 0.68520 0.58729  -0.463
C3 -0.14570 -0.12271 1.95482  -0.151
C4 -0.22953 -1.55208 1.75287  -0.273
C5 1.02235 -1.99543 1.13971  -0.150
C6 1.33133 -1.35711 -0.28343  -0.474
N1 1.10397 0.09178 -0.21760  -0.180
O1 1.61267 0.84649 -1.36810  -0.282
C7 0.42673 -2.07785 -1.28399  -0.045
C8 2.77036 -1.71644 -0.54886  -0.046
C9 0.53441 2.05719 1.08494  -0.036
H1 -2.13226 1.15249 0.28872  0.068
H2 -1.44839 -0.14675 -0.75615  0.067
H3 -1.03072 1.38743 -1.10326  0.060
H4 -1.08564 0.16523 2.42567  0.102
H5 0.63662 0.02308 2.69969  0.117
H6 -1.08917 -1.82941 1.14280  0.102
H7 -0.48588 -2.12288 2.64538  0.110
H8 0.85490 -3.06783 1.03961  0.092
H9 1.83083 -1.86807 1.85960  0.112
H10 0.47081 -1.60629 -2.26572  0.061
H11 -0.64265 -2.01924 -1.08129  0.059
H12 0.60212 -3.15236 -1.33671  0.068
H13 3.07396 -1.55430 -1.58310  0.058
H14 3.03303 -2.75091 -0.32752  0.066
H15 3.51196 -1.23232 0.08655  0.060
H16 -0.20333 2.42500 1.79808  0.072
H17 0.67025 2.76714 0.26909  0.048
H18 1.53203 1.99369 1.51948  0.075
C10 0.86701 5.61359 2.13676  -0.220
S1 1.25427 6.57822 3.75641  0.873
O2 0.74140 5.74187 4.94615  -0.603
C11 3.05992 6.22889 3.68334  -0.272
H19 -0.16930 5.27971 2.08490  0.036
H20 1.43164 4.68317 2.07681  0.032
H21 1.07963 6.23679 1.26813  0.041
H22 3.59323 6.66784 4.52656  0.043
H23 3.54819 6.70231 2.83154  0.048
H24 3.30083 5.16594 3.66949  0.037
C12 0.46452 0.28543 -4.61621  -0.230
S2 -0.33110 0.86859 -6.21806  0.863
O3 0.07839 -0.19850 -7.22606  -0.610
C13 -2.01439 0.33454 -5.64276  -0.270
H25 0.08471 0.98739 -3.87385  0.031
H26 1.53190 0.44593 -4.76806  0.034
H27 0.17618 -0.72776 -4.33622  0.023
H28 -2.77781 0.61376 -6.36892  0.043
H29 -2.16087 0.97072 -4.76988  0.023
H30 -2.11560 -0.71085 -5.35119  0.049
C14 2.00032 -5.38129 2.50186  -0.261
S3 3.64110 -4.48343 2.67919  0.844
O4 4.24536 -4.83064 4.02058  -0.574
C15 4.40472 -5.54543 1.34251  -0.245
H31 1.76534 -5.53798 1.44909  0.026
H32 1.21844 -4.79485 2.98442  0.028
H33 1.99634 -6.37968 2.93923  0.062
H34 5.02811 -5.02677 0.61419  0.034
H35 3.64204 -5.81443 0.61172  0.013
H36 4.97090 -6.34792 1.81534  0.057
C16 3.95829 -3.94941 -2.98290  -0.229
S4 3.75792 -5.58633 -3.81656  0.805
O5 5.09748 -6.17229 -3.67582  -0.573
C17 2.82763 -6.49412 -2.57759  -0.262
H37 2.97317 -3.49007 -2.90158  0.032
H38 4.59197 -3.31524 -3.60288  0.036
H39 4.37782 -4.10707 -1.98930  0.046
H40 3.52954 -6.69168 -1.76742  0.039
H41 2.41879 -7.46245 -2.86619  0.053
H42 2.00087 -5.85135 -2.27523  0.039
C18 -4.22559 -1.41763 2.26106  -0.061
C19 -5.11823 -2.50550 2.53672  -0.074
C20 -6.45990 -2.20787 2.67426  -0.109
C21 -6.89234 -0.92276 2.41404  -0.114
C22 -6.06399 0.17267 2.19644  -0.073
C23 -4.69991 -0.12109 2.15727  -0.096
H43 -3.15534 -1.50592 2.14622  0.076
H44 -4.79998 -3.53711 2.56641  0.078
H45 -7.20785 -2.95782 2.88531  0.098
H46 -7.91996 -0.62506 2.56165  0.097
H47 -6.53437 1.12657 2.00882  0.105
H48 -4.11202 0.77934 2.05713  0.084
C24 -1.02497 2.95656 5.75567  -0.101
C25 -1.92700 3.14313 6.75752  -0.087
C26 -2.81135 2.09579 7.16732  -0.088
C27 -2.69764 0.91541 6.49301  -0.102
C28 -1.69834 0.70631 5.50523  -0.098
C29 -0.87709 1.72070 5.12950  -0.097
H49 -0.39845 3.74864 5.37295  0.072
H50 -2.03252 4.10301 7.24113  0.099
H51 -3.47156 2.23974 8.00981  0.094
H52 -3.33575 0.09094 6.77490  0.092
H53 -1.43609 -0.27440 5.13666  0.094
H54 -0.13982 1.45911 4.38491  0.086
C30 -1.87436 -7.91086 2.29989  -0.086
C31 -2.76943 -7.80645 3.33824  -0.114
C32 -3.21820 -6.58234 3.76352  -0.109
C33 -2.60663 -5.44085 3.34403  -0.111
C34 -1.50209 -5.46178 2.50196  -0.061
C35 -1.14094 -6.74995 1.95083  -0.065
H55 -1.54598 -8.86550 1.91621  0.097
H56 -3.35913 -8.65398 3.65503  0.101
H57 -4.02225 -6.56298 4.48430  0.106
H58 -2.97631 -4.47906 3.66762  0.091
H59 -0.96489 -4.57095 2.21172  0.076
H60 -0.35451 -6.70449 1.21202  0.081
C36 -4.65047 5.39646 3.85365  -0.088
C37 -5.79113 5.72854 3.10600  -0.088
C38 -5.96787 5.20822 1.82008  -0.077
C39 -5.06359 4.28229 1.28922  -0.105
C40 -3.98635 3.96440 2.04004  -0.110
C41 -3.76276 4.49941 3.31310  -0.076
H61 -4.58131 5.71518 4.88323  0.099
H62 -6.62491 6.18200 3.62135  0.093
H63 -6.89034 5.39891 1.29178  0.098
H64 -5.26530 3.83344 0.32785  0.079
H65 -3.29665 3.22368 1.66313  0.081
H66 -2.82807 4.24092 3.78845  0.091
C42 -1.32314 -6.03855 -3.50945  -0.092
C43 -0.67375 -6.79623 -4.47576  -0.117
C44 0.13668 -6.16341 -5.37765  -0.121
C45 0.27827 -4.77197 -5.40306  -0.084
C46 -0.32913 -4.00219 -4.40576  -0.073
C47 -1.07735 -4.65831 -3.38973  -0.079
H67 -2.00477 -6.54959 -2.84566  0.095
H68 -0.73515 -7.87005 -4.57343  0.101
H69 0.58880 -6.78502 -6.13632  0.101
H70 0.66498 -4.41059 -6.34448  0.106
H71 -0.26359 -2.92521 -4.45279  0.076
H72 -1.59362 -3.98177 -2.72477  0.090
O6 3.93681 6.59281 -3.74551  0.081
C48 3.78563 5.73660 -2.88175  -0.488
O7 2.71758 4.96043 -2.71301  0.039
C49 2.75403 4.27288 -1.46261  -0.134
C50 3.85083 5.01231 -0.65590  -0.127
C51 4.76443 5.46129 -1.78489  -0.081
H73 3.02178 3.21975 -1.54830  0.114
H74 1.82004 4.52671 -0.96130  0.087
H75 4.44127 4.36705 -0.00540  0.093
H76 3.31171 5.81277 -0.14924  0.108
H77 5.33197 4.60857 -2.15756  0.111
H78 5.50360 6.24062 -1.59949  0.128
O8 4.52407 3.43219 2.14860  0.125
C52 5.06671 2.40642 1.96723  -0.507
O9 6.38942 2.30062 1.81544  0.046
C53 6.75798 0.93103 1.53004  -0.130
C54 5.48763 0.19338 1.11160  -0.172
C55 4.43029 1.05743 1.73698  -0.079
H79 7.14189 0.41261 2.40864  0.123
H80 7.50622 0.98247 0.73911  0.124
H81 5.31291 -0.86355 1.31276  0.112
H82 5.34147 0.27413 0.03447  0.094
H83 4.03447 0.55538 2.61980  0.137
H84 3.73063 1.12805 0.90415  0.115
O10 -2.79403 7.19433 -2.21657  0.106
C56 -2.37210 6.07109 -2.12172  -0.510
O11 -1.10717 5.89053 -1.83716  0.056
C57 -0.81602 4.48567 -1.69406  -0.117
C58 -2.17995 3.90605 -1.34729  -0.187
C59 -3.17963 4.81941 -1.85214  -0.075
H85 -0.17229 4.51067 -0.81480  0.089
H86 -0.31552 4.03242 -2.54973  0.135
H87 -2.09597 3.74613 -0.27236  0.105
H88 -2.22613 2.95364 -1.87540  0.094
H89 -3.93589 5.12930 -1.13095  0.122
H90 -3.51363 4.42259 -2.81083  0.134
O12 -6.29249 2.43218 -1.42343  0.116
C60 -6.05664 1.33927 -1.84190  -0.483
O13 -6.97654 0.34779 -1.88431  0.027
C61 -6.36907 -0.91476 -2.14678  -0.157
C62 -5.17441 -0.48974 -2.96698  -0.162
C63 -4.71204 0.79136 -2.30858  -0.065
H91 -7.04621 -1.59336 -2.66551  0.125
H92 -6.17741 -1.45569 -1.22008  0.124
H93 -5.47163 -0.33127 -4.00364  0.122
H94 -4.39194 -1.24323 -3.05688  0.113
H95 -4.25124 1.47950 -3.01726  0.117
H96 -4.18685 0.76277 -1.35388  0.124
O14 6.40489 3.08603 -3.95420  0.040
C64 5.84339 1.94158 -3.88932  -0.459
O15 4.85043 1.78944 -3.09958  0.063
C65 4.42921 0.46542 -3.01229  -0.152
C66 5.65815 -0.32758 -3.49655  -0.147
C67 6.26444 0.61610 -4.46046  -0.091
H97 3.51298 0.30794 -3.58135  0.119
H98 4.19037 0.23910 -1.97314  0.088
H99 5.23430 -1.17428 -4.03653  0.098
H100 6.35906 -0.67754 -2.73869  0.123
H101 5.82025 0.55348 -5.45387  0.135
H102 7.31852 0.44825 -4.68147  0.131

Forces on atoms 1 to 3 (eV/Å):
C -0.45 -0.03 -1.07
C 2.68 -0.48 1.19
C -1.30 1.54 -0.44

Its total energy is -146669.8288 eV. As for the HOMO-LUMO gap: 5.02 eV. The spin multiplicity is 1. As for the charge: -1.

Record 2
# C13H18Cl5F3N2O4PtS

A molecular structure, C13H18Cl5F3N2O4PtS (the ωB97M-V functional and the def2-TZVPD basis, OMol25).

Each line ends with the Löwdin charge.
Geometry (Å):
Pt1 0.74535 0.69587 1.05561  1.262
F1 -1.26041 0.02437 5.34080  0.235
C1 -1.45835 -0.10441 4.06377  -0.656
F2 -2.73427 -0.32039 3.78360  0.180
F3 -0.75659 -1.18230 3.60500  0.097
S1 -0.87566 1.38233 3.13754  0.619
O1 -1.53997 2.49939 3.66737  -0.138
O2 -1.20361 0.99687 1.69097  -0.450
O3 0.60709 1.28528 3.16845  -0.366
C2 4.98771 1.50208 0.52305  -0.039
C3 3.51363 1.78322 0.46188  -0.191
O4 2.77205 0.54240 0.86589  -0.250
H1 5.52280 2.40020 0.21290  0.108
H2 5.26544 0.68953 -0.14659  0.098
H3 5.31227 1.26968 1.53928  0.097
H4 3.15932 1.98175 -0.54606  0.119
H5 3.20316 2.58416 1.13265  0.129
H6 3.18400 0.18893 1.66998  0.131
C4 -1.48432 -2.30053 -1.57042  -0.008
C5 -2.31362 -1.63159 -0.48638  -0.527
C6 -3.53515 -2.46599 -0.10010  0.002
C7 -2.72606 -0.20368 -0.86781  0.013
N1 -1.51245 -1.56914 0.77610  0.108
N2 -0.23095 -1.49574 0.85619  0.138
H7 -2.13233 -2.46985 -2.42910  0.121
H8 -1.10457 -3.27342 -1.25218  0.111
H9 -0.66554 -1.66954 -1.92134  0.050
H10 -4.20258 -2.50812 -0.95936  0.115
H11 -4.09047 -2.00780 0.72134  0.103
H12 -3.25873 -3.48528 0.16931  0.105
H13 -3.34176 -0.27117 -1.76468  0.118
H14 -1.85866 0.41625 -1.09138  0.067
H15 -3.31292 0.26880 -0.08218  0.102
H16 -2.01492 -1.45850 1.65461  0.159
H17 0.32141 -1.80391 0.02974  0.026
H18 0.15744 -1.75213 1.76382  0.154
Cl1 1.97344 -1.68105 -1.22868  0.789
C8 1.27250 -0.19956 -1.82721  -0.674
C9 0.75262 0.74446 -0.95243  -0.388
C10 0.32582 1.95767 -1.47045  -0.704
Cl2 -0.11494 3.19595 -0.34146  0.781
C11 0.30325 2.20777 -2.83893  -0.696
Cl3 -0.25835 3.70302 -3.42670  0.787
C12 0.75898 1.21605 -3.71561  -0.688
Cl4 0.72424 1.48592 -5.39467  0.785
C13 1.26335 0.01437 -3.20812  -0.702
Cl5 1.86133 -1.18226 -4.26800  0.772

Forces on atoms 1 to 3 (eV/Å):
Pt -0.02 0.10 0.04
F 0.00 0.02 0.01
C 0.00 -0.05 0.02

Its total energy is -109770.3490 eV. As for the HOMO-LUMO gap: 5.04 eV. The spin multiplicity is 1. As for the charge: +2.

Record 3
# C21H27AsBrIN2ReS3Sb

A molecular structure, C21H27AsBrIN2ReS3Sb (the ωB97M-V functional and the def2-TZVPD basis, OMol25).

Each line ends with the Löwdin charge.
Geometry (Å):
Re1 -1.52375 -0.05292 -0.85700  0.503
S1 -4.66852 -0.76758 1.65653  -0.070
Sb1 -5.63015 -0.07919 -0.17467  0.728
S2 -3.63632 1.01924 -1.46560  -0.206
S3 -2.91122 -0.59322 -2.53394  0.103
N1 -1.35963 0.28378 1.31729  -0.036
C1 0.02387 0.24721 1.76151  -0.293
C2 0.41923 0.24650 3.06688  -0.013
C3 1.79554 0.23303 3.38261  -0.031
C4 2.73967 0.24172 2.39333  0.012
C5 2.34768 0.25544 1.03365  -0.141
C6 3.24900 0.30412 -0.05332  0.052
C7 2.76857 0.35719 -1.33589  -0.001
C8 1.38738 0.33929 -1.55170  -0.094
N2 0.51276 0.24810 -0.55937  -0.118
C9 0.97686 0.24103 0.73397  -0.216
H1 -1.93398 -0.38269 1.83059  0.042
H2 -1.75239 1.20437 1.52390  0.078
H3 -0.31534 0.26388 3.86343  0.137
H4 2.09669 0.22811 4.42088  0.126
H5 3.79385 0.24972 2.63798  0.134
H6 4.31508 0.31708 0.13704  0.140
H7 3.43325 0.42013 -2.18506  0.127
H8 0.97041 0.39310 -2.54991  0.122
Br1 0.70791 3.77700 2.09641  0.784
C10 0.74705 5.08879 0.73625  -0.723
C11 1.57780 6.18482 0.91811  -0.116
C12 1.61707 7.18585 -0.03850  -0.049
C13 0.82586 7.09902 -1.17350  -0.055
C14 -0.00565 6.00629 -1.35855  -0.151
C15 -0.04096 5.00014 -0.40242  -0.708
I1 -1.37436 3.42437 -0.78048  0.988
H9 2.18266 6.25214 1.81144  0.109
H10 2.26449 8.03886 0.11043  0.121
H11 0.84979 7.88194 -1.91859  0.120
H12 -0.62458 5.93815 -2.24252  0.097
C16 0.09902 -2.60571 -3.39240  -0.158
C17 -0.92273 -3.30354 -2.50149  -0.418
As1 -1.05931 -2.50329 -0.73354  1.099
C18 0.59721 -3.09301 0.11710  -0.365
C19 0.51645 -3.20622 1.63582  -0.130
C20 -2.45586 -3.52358 0.15126  -0.411
C21 -2.26614 -5.03440 0.06718  -0.134
H13 0.17239 -3.11461 -4.35260  0.087
H14 1.09443 -2.61258 -2.94319  0.070
H15 -0.18540 -1.57082 -3.59171  0.037
H16 -0.65873 -4.35053 -2.34598  0.078
H17 -1.92072 -3.29265 -2.94544  0.062
H18 1.39667 -2.42292 -0.20387  0.057
H19 0.81063 -4.06843 -0.32507  0.084
H20 0.20864 -2.27327 2.10569  0.047
H21 1.49242 -3.47133 2.04219  0.090
H22 -0.18321 -3.98384 1.94029  0.068
H23 -3.39249 -3.20910 -0.31235  0.051
H24 -2.48604 -3.17437 1.18590  0.054
H25 -2.33282 -5.38968 -0.96057  0.074
H26 -3.04472 -5.53969 0.63777  0.087
H27 -1.30530 -5.35120 0.47380  0.067

Forces on atoms 1 to 3 (eV/Å):
Re 0.32 0.79 -0.15
S -0.02 0.03 -0.04
Sb 0.06 0.00 -0.03

Its total energy is -205337.5308 eV. The energy relative to the best compared isomer or geometry (same formula, charge and spin) is 0.000 eV. As for the HOMO-LUMO gap (alpha / beta): 5.97 / 5.97 eV. The spin multiplicity is 1. As for the charge: +2.

Record 4
# C2H4Cl2F10Mg2N5O20S10

A molecular structure, C2H4Cl2F10Mg2N5O20S10 in a non-equilibrium geometry (the ωB97M-V functional and the def2-TZVPD basis, OMol25).

Each line ends with the Löwdin charge.
Geometry (Å):
Mg1 -0.44841 -1.48282 1.83639  0.692
Mg2 2.34495 2.34581 0.24113  0.815
N1 1.32269 -1.19725 1.53222  -0.293
S1 2.50887 -0.24637 2.32998  0.664
O1 2.82612 0.98347 1.66911  -0.302
O2 3.36739 -0.79672 3.32543  -0.145
F1 1.33368 0.29212 3.31114  -0.172
S2 2.46323 -1.98778 0.78758  0.485
O3 3.01179 -3.05001 1.57261  -0.206
O4 3.21761 -1.15415 -0.10815  -0.216
F2 1.56521 -2.74389 -0.30541  -0.146
N2 0.57731 1.83687 0.04643  -0.332
S3 -0.83264 1.85991 1.06066  0.657
O5 -0.92776 0.58787 1.75721  -0.278
O6 -1.92836 2.60137 0.55937  -0.147
F3 -0.18724 2.76648 2.18695  -0.135
S4 -0.13114 0.98915 -1.08543  0.534
O7 -0.91114 1.72489 -2.03771  -0.215
O8 -0.37197 -0.40762 -0.79721  -0.231
F4 1.26344 0.87142 -1.92008  -0.194
N3 -3.94095 -3.50593 0.79605  -0.240
S5 -3.17894 -2.21032 0.08427  0.586
O9 -2.11728 -1.72393 0.96081  -0.358
O10 -3.95989 -1.16638 -0.49961  -0.220
F5 -2.31431 -2.83509 -1.07943  -0.151
S6 -5.05159 -3.73562 -0.30714  0.489
O11 -4.60069 -4.13050 -1.61936  -0.287
O12 -6.24945 -2.93166 -0.18704  -0.288
F6 -5.69192 -5.10505 0.28720  -0.213
N4 3.95519 2.58678 -0.59840  -0.345
S7 5.58145 2.05815 -0.40910  0.568
O13 6.51788 3.13699 -0.47756  -0.224
O14 5.86161 0.73861 -0.87492  -0.205
F7 5.44130 1.88647 1.15399  -0.167
S8 4.28423 3.30078 -2.01172  0.524
O15 4.90451 2.50191 -3.04544  -0.227
O16 4.39926 4.70911 -1.88348  -0.222
F8 2.75747 3.15313 -2.57062  -0.237
N5 -3.45475 -2.80057 3.88302  -0.233
S9 -4.42754 -1.69079 4.37804  0.423
O17 -4.12425 -0.38608 3.89632  -0.275
O18 -5.01540 -1.80370 5.68091  -0.271
F9 -5.61381 -2.18129 3.41298  -0.190
S10 -2.08885 -2.20580 4.64210  0.599
O19 -2.05958 -1.61959 5.96384  -0.235
O20 -1.18913 -1.62316 3.65109  -0.340
F10 -1.39202 -3.57826 4.88246  -0.151
Cl1 -1.22875 0.74810 -5.37656  0.573
C1 -0.10989 1.96054 -6.02482  -0.671
C2 0.76857 2.52625 -4.94218  -0.636
Cl2 2.28794 3.16120 -5.68621  0.555
H1 -0.78676 2.57747 -6.61331  0.065
H2 0.40665 1.35338 -6.76704  0.054
H3 1.05029 1.70869 -4.28607  0.038
H4 0.31578 3.33342 -4.37532  0.076

Forces on atoms 1 to 3 (eV/Å):
Mg -4.15 0.28 0.87
Mg 0.34 -0.65 1.06
N 6.07 1.86 0.58

Its total energy is -222000.9460 eV. As for the HOMO-LUMO gap: 6.98 eV. The spin multiplicity is 1. As for the charge: -1.